(1)
{
  "formula": "C19H19IN4RhS2",
  "method": "the ωB97M-V functional and the def2-TZVPD basis",
  "orbital_gap_ev": 6.4,
  "multiplicity": 1,
  "homo_energy_ev": -9.53,
  "charge": 1,
  "elements": ["C", "C", "C", "C", "H", "C", "C", "C", "C", "N", "Rh", "C", "H", "N", "I", "H", "C", "H", "C", "H", "H", "H", "H", "C", "S", "H", "C", "H", "H", "C", "C", "H", "N", "C", "H", "N", "C", "S", "H", "H", "C", "H", "H", "H", "C", "H"],
  "xyz": [[0.80619, -0.68211, -2.73600], [-2.38276, 1.32132, 1.11328], [2.50627, -1.72621, 0.28548], [-0.28362, 1.33920, -4.17952], [-0.07226, -0.28067, 4.86097], [-2.96325, 3.10140, -0.84317], [-0.54401, -0.92849, 2.86900], [4.44728, 0.18545, -0.04498], [4.81641, -1.13710, 0.15280], [-1.57806, 1.36436, 0.02469], [0.22220, 0.37195, 0.04888], [3.09656, 0.46401, -0.06779], [1.20831, -1.47119, -2.11750], [0.13990, 0.29124, -2.08279], [2.33946, 2.40759, -0.25807], [5.86422, -1.40479, 0.18285], [0.43035, 0.36408, -4.82952], [-4.56719, 3.77444, 0.38685], [-3.74029, 3.08448, 0.28684], [-1.69648, -3.82740, 1.87089], [-0.74545, 2.15230, -4.72359], [-0.39739, -2.00717, 4.73308], [5.17718, 0.97219, -0.16510], [-0.69553, -1.02409, 4.36642], [0.43892, 0.43828, 2.33055], [1.51758, -1.49254, -4.57196], [-0.43354, 1.25705, -2.78951], [-2.12247, 0.58098, 1.85160], [0.55068, 0.40723, -5.90363], [3.83560, -2.10133, 0.32528], [-3.46190, 2.14918, 1.27982], [1.68733, -2.42050, 0.42442], [-1.19810, 2.22252, -2.16146], [-1.90053, 2.20073, -0.96266], [-3.04862, -2.70789, 1.96884], [2.14952, -0.45451, 0.07427], [-2.03718, -2.89918, 2.33356], [-0.84597, -1.59272, 0.25704], [4.09285, -3.13620, 0.49851], [-4.06234, 2.07013, 2.17348], [0.97489, -0.68977, -4.09594], [-1.54398, 2.92469, -2.79477], [-1.72734, -0.84635, 4.67679], [-3.17404, 3.78484, -1.65548], [-1.12204, -1.75783, 1.99531], [-2.08388, -3.05736, 3.41062]],
  "atomic_forces_ev_per_a": [[0.0, 0.0, -0.1], [0.0, -0.1, -0.1], [0.0, 0.0, 0.0], [0.0, 0.0, 0.0], [0.0, 0.0, 0.0], [0.0, 0.0, -0.1], [0.0, 0.0, -0.1], [0.0, 0.0, 0.0], [0.0, 0.0, 0.0], [0.0, 0.1, 0.1], [0.2, 0.0, -0.1], [0.1, 0.1, 0.0], [0.0, 0.0, 0.0], [0.0, -0.1, 0.1], [-0.1, -0.1, 0.0], [0.0, 0.0, 0.0], [0.0, 0.0, 0.0], [0.0, 0.0, 0.0], [0.0, 0.0, 0.1], [0.0, 0.0, 0.0], [0.0, 0.0, 0.0], [0.0, 0.0, 0.0], [0.0, 0.0, 0.0], [0.0, 0.0, 0.0], [-0.1, 0.0, 0.1], [0.0, 0.0, 0.0], [-0.1, -0.1, -0.1], [0.0, 0.0, 0.0], [0.0, 0.0, 0.0], [0.0, 0.0, 0.0], [0.0, 0.0, 0.0], [0.0, 0.0, 0.0], [0.2, 0.2, 0.1], [-0.1, -0.1, 0.0], [0.0, 0.0, 0.0], [-0.1, 0.0, 0.0], [0.0, 0.0, 0.1], [-0.1, 0.0, -0.1], [0.0, 0.0, 0.0], [0.0, 0.0, 0.0], [0.0, 0.0, 0.0], [0.0, 0.0, 0.0], [0.0, 0.0, 0.0], [0.0, 0.0, 0.0], [0.1, 0.0, 0.0], [0.0, 0.0, 0.0]]
}

=====

(2)
{
  "formula": "C19H19IrOPS3Sb",
  "method": "the ωB97M-V functional and the def2-TZVPD basis",
  "orbital_gap_ev": [3.2, 5.2],
  "multiplicity": 6,
  "s2": 8.785,
  "homo_energy_ev": [-0.53, -4.01],
  "charge": -1,
  "elements": ["Ir", "O", "C", "H", "H", "H", "H", "H", "C", "H", "H", "C", "C", "C", "H", "H", "H", "C", "S", "H", "Sb", "H", "C", "C", "C", "C", "C", "C", "C", "C", "H", "C", "S", "H", "C", "H", "H", "S", "H", "P", "H", "C", "C", "C", "H"],
  "xyz": [[1.74892, 0.22690, -1.39256], [2.11203, 2.18483, -1.43877], [1.49014, -0.46850, 2.14139], [-3.83002, -4.96996, 1.60615], [-3.19255, -3.08992, 3.09419], [-2.73609, -5.21385, -0.60876], [2.89706, 1.90015, -0.90249], [-1.50354, -1.46773, 2.39784], [-2.90185, 0.67474, -2.32889], [-2.74637, 2.20701, -3.83554], [-0.26115, 2.30745, -3.71221], [-2.72023, -3.19817, 2.12106], [0.46555, -0.11628, 1.24489], [-1.49657, -3.46708, -0.36043], [2.58957, 0.04243, 3.92438], [-1.03327, -3.59810, -1.33713], [-3.98735, 0.62938, -2.37966], [-2.20562, 1.56257, -3.14740], [2.83301, 0.43359, 0.76215], [-2.80757, -0.82728, -0.81697], [5.13779, 0.18641, 0.08202], [2.17813, 4.05986, -0.59450], [-0.81776, 1.62151, -3.08148], [0.06103, 1.87390, 2.59448], [1.07836, 1.50651, 3.47037], [-3.07777, -4.25356, 1.28710], [1.79370, 0.33451, 3.24448], [-1.12798, -2.38617, 0.46216], [-0.13456, 0.79033, -2.19691], [-0.81450, -0.12701, -1.34744], [1.58808, -1.02376, -2.56872], [-2.21553, -0.16112, -1.43866], [4.06698, 0.13706, -2.08279], [3.12724, 3.84818, -2.09857], [2.19983, 3.59085, -1.58126], [-1.04969, 1.38942, 0.83763], [1.31382, 2.13308, 4.32639], [5.38286, 2.20630, -0.02239], [1.34805, 3.94237, -2.16812], [0.14210, -1.23425, -0.16095], [-0.50038, 2.78877, 2.76610], [-2.46466, -4.38986, 0.04584], [-0.24279, 1.06945, 1.49125], [-1.75168, -2.27452, 1.71334], [2.06520, -1.38042, 1.98939]],
  "atomic_forces_ev_per_a": [[-0.7, -3.5, -3.7], [1.4, 3.0, 0.9], [1.1, -1.2, 1.4], [0.1, 0.1, 0.0], [0.1, 0.0, -0.1], [0.0, 0.1, 0.1], [0.3, 1.3, -0.1], [0.1, 0.0, -0.2], [0.2, 0.0, 0.0], [0.1, -0.1, 0.1], [-0.1, 0.0, 0.0], [0.2, 0.0, -0.3], [-1.9, -0.3, -1.0], [-0.2, -0.1, 0.3], [0.0, 0.0, -0.2], [0.0, 0.1, 0.1], [0.2, 0.0, 0.0], [-0.2, -0.2, 0.2], [0.6, 1.2, -0.7], [0.1, 0.0, 0.0], [0.9, -7.4, 0.3], [0.0, 0.0, -0.1], [0.6, -0.2, 0.4], [-0.5, -0.4, -1.1], [0.8, 0.0, 0.7], [0.0, 0.1, 0.1], [-0.9, 0.0, 0.9], [-1.0, -0.8, 0.0], [0.8, -2.0, 1.7], [-2.2, 0.2, -0.4], [0.3, 1.2, 1.0], [-0.1, 0.1, 0.0], [-0.5, -1.6, -1.1], [0.0, 0.0, 0.1], [-0.3, 0.5, -0.3], [0.1, -0.2, -0.1], [0.0, -0.1, -0.1], [1.4, 8.2, 0.2], [0.0, -0.1, 0.1], [0.0, 1.5, -0.1], [0.0, -0.1, -0.1], [0.3, 0.3, 0.0], [-0.5, 0.8, 0.9], [-0.1, -0.1, 0.1], [-0.6, -0.3, 0.4]]
}

=====

(3)
{
  "formula": "C19H19N3O2S",
  "method": "the ωB97M-V functional and the def2-TZVPD basis",
  "orbital_gap_ev": 7.4,
  "multiplicity": 1,
  "smiles": "CCCCC(=O)N/N=C/c1ccc(Sc2cccc3cccnc23)o1",
  "homo_energy_ev": -7.54,
  "charge": 0,
  "elements": ["H", "C", "H", "C", "C", "H", "C", "C", "C", "H", "C", "C", "N", "N", "H", "C", "C", "H", "C", "H", "H", "H", "C", "H", "H", "C", "C", "H", "H", "C", "N", "H", "H", "S", "C", "H", "O", "C", "H", "C", "H", "O", "H", "C"],
  "xyz": [[3.04736, 1.43963, 3.76018], [-1.21505, -3.57564, -4.27084], [2.63483, 0.94366, 6.16406], [0.45979, -0.79358, -0.00346], [3.33481, 2.16510, 4.52440], [1.43838, 4.85038, 2.09965], [-0.75650, -0.19317, -0.22696], [0.50836, 1.33417, 0.66567], [3.54457, 1.45294, 5.85515], [-5.28889, -5.53981, -3.33905], [0.79335, 2.63517, 1.17749], [3.38618, 4.54355, 2.64189], [1.95405, 2.92431, 1.62600], [-3.84538, -2.96915, -1.75857], [2.29969, 0.10006, 0.86946], [-3.38451, -4.72509, -3.87258], [-4.71144, -3.89062, -2.07233], [4.22169, 2.70495, 1.95420], [-2.71613, -2.87205, -2.47863], [-3.19972, -5.40431, -4.69340], [4.33982, 0.71504, 5.77282], [0.07027, -0.92590, -2.61420], [-4.53154, -4.80021, -3.12997], [-0.03236, 3.35370, 1.16284], [-5.60421, -3.92719, -1.46175], [4.46353, 3.49025, 2.66823], [-0.34446, -2.58070, -3.91850], [5.40451, 3.96918, 2.39385], [4.81982, 3.70395, 4.78098], [-0.62810, -1.71246, -2.85537], [2.18579, 4.14972, 2.10531], [-0.99516, -4.23970, -5.09384], [0.71519, -1.81038, -0.22046], [-2.28860, -0.80912, -0.80432], [-1.78489, -1.86050, -2.13358], [0.57654, -2.44473, -4.46547], [3.50715, 5.67143, 3.06445], [-2.42289, -3.73983, -3.56463], [3.81893, 2.16590, 6.62951], [4.59683, 2.89916, 4.07770], [5.43901, 2.20362, 4.08300], [-0.73420, 1.08725, 0.17829], [2.51524, 2.87955, 4.62508], [1.27943, 0.19575, 0.56284]],
  "atomic_forces_ev_per_a": [[-0.1, 0.0, 0.0], [0.2, 0.1, -0.1], [0.0, -0.1, 0.1], [-0.8, 0.3, -0.1], [0.3, -0.1, 0.2], [0.3, -0.2, 0.0], [0.4, -1.0, -0.2], [0.9, -1.3, -0.1], [-0.1, 0.1, -0.2], [-0.1, -0.1, 0.0], [0.0, 1.0, 0.3], [0.2, -0.3, -0.2], [-0.3, -0.9, -0.4], [-0.4, 0.2, 0.3], [0.2, 0.0, 0.1], [-0.2, 0.0, 0.1], [0.0, 0.0, 0.0], [0.2, 0.0, 0.0], [0.4, -0.3, -0.5], [0.0, -0.1, -0.1], [0.1, -0.1, 0.0], [0.0, 0.0, 0.0], [0.2, -0.1, -0.3], [0.1, 0.1, 0.0], [-0.1, -0.1, 0.0], [0.2, 0.0, 0.2], [-0.1, -0.3, -0.2], [-0.1, 0.1, -0.1], [0.1, 0.0, 0.0], [-0.3, 0.0, 0.2], [-0.8, 0.8, 0.0], [0.0, -0.1, -0.1], [0.0, -0.2, 0.0], [-0.1, 0.1, 0.3], [0.3, 0.4, 0.0], [0.1, 0.0, -0.1], [0.1, 0.2, 0.1], [-0.1, 0.2, 0.3], [0.0, 0.0, 0.1], [-0.3, 0.0, -0.2], [0.0, 0.0, 0.0], [-0.1, 0.4, 0.0], [-0.1, 0.0, -0.1], [-0.4, 0.9, 0.1]]
}

=====

Record order is preserved below.
Molecular weight: 597.33 704.51 353.45 g mol⁻¹
Record order is preserved below.
Energy above the lowest of the compared OMol25 structures with the same formula, charge and spin: 0.0 0.0 76.3 kcal/mol